# 1
Here is a cluster of 14 separate species, C3H34NO14S2 in total from the OMol25 dataset. Energies are from wB97M-V/def2-TZVPD.

Values from the calculation:
- E (eV) = -55485.4213
- spin multiplicity = 2
- E_HOMO (alpha / beta) (eV) = -9.868 / -9.866
- LUMO level (alpha / beta) (Ha) = -0.0218 / -0.1937

Last column: natural (NBO) charge in e.
Element x y z (Å)
N -0.1499 1.0676 -0.6034  -0.639
C -1.1345 1.2254 -1.6300  -0.066
C -1.3753 -0.0777 -2.4602  -0.084
O -1.3323 -1.2215 -1.6492  -0.733
C -0.6700 2.2822 -2.7276  -0.633
S 0.7130 1.9462 -3.7262  0.424
S 2.4493 2.0852 -2.7574  -0.039
H -0.5447 1.3211 0.2881  0.392
H 0.2770 0.1516 -0.5720  0.410
H -1.9893 1.6946 -1.1407  0.245
H -2.4052 0.0103 -2.8127  0.198
H -0.7184 -0.2886 -3.3059  0.201
H -0.6965 3.2451 -2.1715  0.301
H -1.4663 2.4503 -3.4561  0.264
H 2.3627 1.1509 -1.7633  0.159
H -2.6625 -1.1231 1.0561  0.481
H -1.4262 -2.0147 1.2114  0.502
O -2.3854 -1.9858 1.3927  -0.998
H 3.4302 -1.3117 -2.3716  0.468
H 2.6718 -1.2526 -3.6395  0.468
O 3.5432 -1.4951 -3.3082  -0.937
H 2.2796 0.7260 4.4960  0.464
H 1.0163 1.4827 4.6253  0.462
O 1.9596 1.6320 4.4673  -0.924
H -3.3411 -3.3841 0.1938  0.494
H -3.1429 -2.9338 -1.3107  0.477
O -3.6683 -3.4642 -0.7061  -0.977
H -0.9578 3.4973 1.0728  0.495
H -2.3258 3.2114 0.7849  0.477
O -1.5548 3.5627 0.3063  -0.969
H 2.0177 -3.3970 0.0784  0.464
H 1.6341 -2.1422 -1.4405  0.509
O 2.0193 -2.4450 -0.0749  -1.218
H -2.3644 1.0617 1.2804  0.438
H -2.7700 0.4785 2.5728  0.504
O -3.1636 0.9266 1.8031  -0.944
H -4.5172 -0.9863 2.8452  0.483
H -3.2585 -1.8158 3.3554  0.500
O -3.8399 -1.0678 3.5145  -0.977
H 2.5764 0.0317 1.1429  0.495
H 2.7644 1.3870 0.4527  0.458
O 2.6535 0.9764 1.3164  -0.951
H 4.5452 -1.3437 1.2246  0.452
H 3.5637 -1.9033 0.2641  0.500
O 4.4420 -1.4208 0.2632  -0.997
H 1.2879 4.0582 1.4655  0.468
H 1.3589 2.6912 2.1887  0.506
O 0.9579 3.5739 2.2357  -0.968
H -0.3983 -1.5437 -1.6808  0.510
H 1.1218 -2.9887 -2.6450  0.485
O 1.0746 -2.0794 -2.3386  -1.060
H 0.7760 -1.7540 0.7734  0.520
H 0.4882 -1.3741 2.2632  0.477
O 0.2750 -1.1128 1.3576  -1.038

***

# 2
Here is a structure of composition C49H63N4O3S4ScSiTe from the OMol25 dataset. Energies are from wB97M-V/def2-TZVPD.

Values from the calculation:
- E (eV) = -143162.2701
- total charge = -2
- E_HOMO (alpha / beta) (eV) = 0.042 / -0.057
- LUMO level (alpha / beta) (Ha) = 0.1417 / 0.1417

Last column: Löwdin charge in e.
Element x y z (Å)
Sc 0.1231 0.2015 0.2842  0.731
C 0.6611 -2.9112 3.7322  -0.103
C 1.4098 -2.1584 4.6774  -0.112
C 1.6425 -0.8422 4.4338  -0.042
C 1.1560 -0.2242 3.2464  -0.258
N 0.4732 -0.9734 2.3063  -0.001
C 0.2423 -2.2713 2.5998  -0.217
C 1.3466 1.1483 2.9559  -0.274
C 1.9903 2.0435 3.8205  -0.057
C 2.2083 3.3536 3.4190  -0.118
C 1.8167 3.7656 2.1556  -0.058
C 1.1533 2.8603 1.3172  -0.246
N 0.8404 1.5786 1.7427  -0.024
C 0.8447 3.1603 -0.0312  -0.229
C 0.8330 4.4816 -0.5594  -0.046
C 0.6439 4.6805 -1.8903  -0.105
C 0.4660 3.5580 -2.7422  -0.094
C 0.4048 2.3192 -2.1667  -0.170
N 0.5494 2.0876 -0.8463  -0.004
H 0.4321 -3.9592 3.8670  0.083
H 1.7988 -2.6212 5.5775  0.085
H 2.2226 -0.2604 5.1351  0.088
H -0.3106 -2.8308 1.8563  0.043
H 2.3381 1.7099 4.7867  0.080
H 2.7306 4.0405 4.0758  0.083
H 2.0699 4.7496 1.7898  0.084
H 0.9640 5.3196 0.1107  0.091
H 0.6244 5.6876 -2.2921  0.086
H 0.3381 3.6592 -3.8108  0.081
H 0.2433 1.4321 -2.7655  0.060
S 0.4207 -1.1503 -2.1136  0.474
C -0.8153 -1.9396 -3.0673  -0.686
C -1.0284 -1.5050 -4.3811  -0.147
C -1.9759 -2.0965 -5.1987  -0.117
C -2.7227 -3.1683 -4.7228  -0.120
C -2.4946 -3.6444 -3.4424  -0.135
C -1.5536 -3.0416 -2.6053  -0.660
S -1.3472 -3.6716 -0.9711  0.491
H -0.4368 -0.6733 -4.7447  0.095
H -2.1306 -1.7227 -6.2038  0.092
H -3.4654 -3.6427 -5.3527  0.086
H -3.0488 -4.4987 -3.0738  0.091
C 6.0399 1.4475 0.5948  -0.040
C 6.0847 0.9834 -0.8551  -0.670
C 5.1705 1.8409 -1.7235  -0.042
C 7.5106 1.0360 -1.3906  -0.041
O 5.7054 -0.3837 -0.8976  -0.172
Si 4.1924 -1.0531 -1.0852  -0.175
S 2.8339 -0.1408 0.1227  0.448
O 3.7529 -0.9619 -2.6645  -0.166
C 4.1712 -1.6168 -3.8422  -0.656
C 3.4416 -2.9502 -3.9493  -0.031
C 5.6828 -1.8181 -3.8508  -0.028
C 3.7529 -0.7031 -4.9891  -0.029
O 4.4335 -2.6670 -0.8060  -0.183
C 4.9934 -3.3990 0.2658  -0.660
C 4.7849 -4.8644 -0.0967  -0.029
C 4.2757 -3.0692 1.5704  -0.047
C 6.4787 -3.0900 0.3845  -0.034
H 6.3359 2.4977 0.6758  0.081
H 6.7201 0.8431 1.1999  0.081
H 5.0298 1.3356 0.9893  0.047
H 5.5732 2.8557 -1.7817  0.085
H 4.1566 1.8870 -1.3187  0.057
H 5.1121 1.4311 -2.7334  0.074
H 7.9477 2.0256 -1.2346  0.078
H 7.5284 0.8144 -2.4600  0.072
H 8.1250 0.2945 -0.8771  0.080
H 3.7032 -3.6003 -3.1121  0.071
H 3.7004 -3.4522 -4.8870  0.081
H 2.3637 -2.7843 -3.9180  0.067
H 5.9940 -2.4729 -3.0342  0.078
H 6.1975 -0.8624 -3.7310  0.073
H 5.9864 -2.2693 -4.7996  0.080
H 2.6805 -0.5156 -4.9241  0.081
H 3.9809 -1.1602 -5.9561  0.079
H 4.2723 0.2548 -4.9191  0.078
H 3.7270 -5.0741 -0.2710  0.050
H 5.1334 -5.5162 0.7092  0.086
H 5.3362 -5.1062 -1.0081  0.083
H 3.2052 -3.2696 1.4987  0.038
H 4.3733 -2.0123 1.8240  0.068
H 4.6899 -3.6698 2.3858  0.087
H 7.0067 -3.3926 -0.5231  0.083
H 6.8961 -3.6412 1.2316  0.081
H 6.6497 -2.0225 0.5331  0.072
Te 1.0709 -3.5426 -0.6405  1.051
C 0.9284 -5.5250 0.2277  -0.927
C 1.5668 -5.9078 1.3772  -0.273
C 1.4503 -7.3024 1.6597  -0.216
C 0.7155 -7.9574 0.7162  -0.463
S 0.1776 -6.8798 -0.4979  0.905
H 2.0969 -5.2086 2.0103  0.079
H 1.8829 -7.7826 2.5267  0.087
H 0.4515 -9.0026 0.6934  0.045
C -2.6987 1.8971 -4.4035  -0.049
C -2.8726 2.1967 -2.9380  -0.282
C -3.4416 3.4011 -2.5274  -0.047
C -3.5490 3.6891 -1.1725  -0.281
C -4.1676 4.9837 -0.7093  -0.068
C -3.0916 2.7695 -0.2371  -0.009
C -2.5352 1.5348 -0.6122  -0.321
C -2.4402 1.2858 -1.9902  -0.015
N -2.0551 0.6029 0.2949  -0.058
C -2.9108 0.2678 1.4541  -0.615
C -2.4592 0.9803 2.7357  -0.043
C -2.8319 -1.2488 1.6345  -0.067
C -4.4106 0.5594 1.2307  -0.063
H -3.5842 2.1884 -4.9744  0.069
H -2.5183 0.8347 -4.5707  0.053
H -1.8478 2.4479 -4.8153  0.070
H -3.7898 4.1173 -3.2663  0.102
H -4.0641 5.7622 -1.4679  0.064
H -3.6945 5.3386 0.2078  0.070
H -5.2350 4.8663 -0.4997  0.070
H -3.1081 3.0438 0.8102  0.101
H -2.0295 0.3311 -2.3043  0.086
H -1.4418 0.7077 3.0190  0.057
H -3.1203 0.7249 3.5721  0.077
H -2.4779 2.0625 2.5950  0.070
H -1.8373 -1.6405 1.4546  0.011
H -3.4834 -1.7432 0.9084  0.079
H -3.1275 -1.5448 2.6458  0.086
H -4.7046 1.5808 1.4697  0.065
H -4.9834 -0.1071 1.8818  0.073
H -4.7025 0.3581 0.1985  0.087

***

# 3
Here is a cluster of 11 separate species, C7H30O10 in total from the OMol25 dataset. Energies are from wB97M-V/def2-TZVPD.

Values from the calculation:
- E (eV) = -28210.7444
- total charge = +1
- spin multiplicity = 2
- E_HOMO (alpha / beta) (eV) = -13.862 / -13.862
- LUMO level (alpha / beta) (Ha) = -0.2014 / -0.2899

Last column: natural (NBO) charge in e.
Element x y z (Å)
C -2.3159 2.9261 0.0135  -0.648
C -1.3872 1.7183 -0.0141  -0.018
C -0.3835 1.5269 0.8164  -0.403
C -0.8572 0.8711 -2.2538  -0.062
C -1.5509 0.6577 -1.0954  0.010
C -2.1987 -0.4947 -0.6077  -0.171
C -2.2882 -1.7080 -1.1951  -0.077
H -1.9589 3.5018 0.8666  0.237
H -3.3706 2.8570 0.1612  0.257
H -2.0795 3.5219 -0.8948  0.226
H 0.2857 0.6524 0.8365  0.233
H -0.2065 2.2003 1.6494  0.227
H -0.8186 0.2162 -3.1154  0.223
H -0.2599 1.7927 -2.2775  0.229
H -2.5582 -0.3713 0.3971  0.255
H -3.0622 -2.4301 -0.9964  0.223
H -1.6620 -2.0081 -2.0582  0.224
H -1.2867 0.0364 2.1300  0.477
H -1.0187 -1.3745 2.6559  0.499
O -0.8487 -0.4384 2.8531  -0.974
H -1.7737 -3.3567 1.3295  0.507
H -3.0540 -2.5341 0.8595  0.442
O -2.5486 -2.8179 1.6280  -0.977
H 2.1497 -1.7987 2.6910  0.487
H 1.2374 -0.6385 2.8061  0.506
O 1.9404 -0.9728 2.2308  -0.959
H 3.6988 1.1576 -3.0423  0.533
H 2.5966 0.8657 -4.2763  0.489
O 3.2874 0.5479 -3.6929  -0.987
H 0.3461 -3.6360 0.6431  0.507
H -0.5028 -4.6275 0.0943  0.466
O -0.3640 -4.2521 0.9890  -0.967
H 1.7853 -2.1320 -0.6835  0.511
H 1.6765 -1.8883 0.8552  0.497
O 1.4981 -2.5342 0.1558  -1.021
H 2.1901 -2.1792 -2.7922  0.479
H 2.5887 -0.6812 -2.8589  0.513
O 2.0508 -1.3431 -2.3284  -1.026
H 3.8428 2.6453 -0.8499  0.504
H 3.5433 1.1468 -0.8426  0.472
O 3.8569 1.8485 -1.4263  -0.979
H 3.2865 3.2044 0.7419  0.472
H 2.3627 4.2949 0.1386  0.486
O 3.2735 3.9883 0.1810  -0.929
H -3.1061 -0.0745 2.9747  0.480
H -2.7691 1.2370 3.6721  0.484
O -3.2669 0.8765 2.9312  -0.956